Here is a molecular structure, C29H24AsN3O2RuS from the Open Molecules 2025 dataset. Energies are from ωB97M-V/def2-TZVPD.

## Properties
F_max: 0.32 eV/Å
E_tot: -4162.70314 Eh
HOMO level (spin up / spin down): -0.388 / -0.406 Ha
Orbital gap (spin up / spin down): 8.2559 / 6.2515 eV
⟨S²⟩: 8.777
Relative energy (zero: lowest compared OMol25 entry of this formula, charge and spin): 11.1 kcal per mole
LUMO (spin up / spin down): -2.31 / -4.81 eV

ORCA input file:
```
! RIJCOSX wB97M-V def2-TZVPD def2/J DEFGRID3
* xyz 1 6
Ru 0.65 1.43 0.05
O 2.76 1.26 0.60
N 3.36 0.15 0.39
N 2.70 -0.66 -0.33
O 1.50 -0.37 -0.78
C 3.23 -1.97 -0.63
C 2.35 -2.94 -1.06
C 2.85 -4.21 -1.32
C 4.20 -4.49 -1.16
C 5.06 -3.49 -0.73
C 4.59 -2.22 -0.46
H 1.31 -2.71 -1.18
H 2.17 -4.99 -1.65
H 4.58 -5.48 -1.37
H 6.12 -3.70 -0.61
H 5.25 -1.43 -0.14
S -1.16 2.89 -0.41
C -2.75 2.15 -0.65
C -3.83 3.01 -0.85
C -5.11 2.49 -1.03
C -5.32 1.12 -1.00
C -4.25 0.25 -0.80
C -2.97 0.77 -0.62
As -1.40 -0.28 -0.37
C -1.87 -2.15 -0.49
C -2.18 -2.90 0.64
C -2.49 -4.25 0.50
C -2.49 -4.83 -0.76
C -2.18 -4.08 -1.89
C -1.86 -2.74 -1.75
C -1.05 -0.03 1.53
C 0.11 -0.60 2.08
C 0.42 -0.40 3.42
C -0.42 0.36 4.22
C -1.58 0.92 3.69
C -1.89 0.73 2.35
H -3.67 4.08 -0.86
H -5.94 3.16 -1.19
H -6.31 0.72 -1.15
H -4.40 -0.82 -0.78
H -2.18 -2.45 1.62
H -2.74 -4.83 1.37
H -2.74 -5.88 -0.87
H -2.18 -4.54 -2.87
H -1.61 -2.15 -2.63
H 0.74 -1.23 1.47
H 1.31 -0.85 3.83
H -0.18 0.51 5.26
H -2.24 1.50 4.32
H -2.79 1.18 1.94
C 2.94 6.04 -0.81
C 2.17 5.46 -1.80
C 1.56 4.24 -1.54
N 1.70 3.60 -0.38
C 2.45 4.16 0.57
C 3.08 5.38 0.40
H 3.42 6.99 -0.98
H 2.03 5.93 -2.77
H 0.93 3.76 -2.29
H 2.56 3.61 1.49
H 3.67 5.80 1.20
*
```

***

Here is a molecular structure, C29H24AsN3O2RuS at a distorted geometry from the Open Molecules 2025 dataset. Energies are from ωB97M-V/def2-TZVPD.

## Properties
F_max: 1.82 eV/Å
E_tot: -4162.70806 Eh
HOMO level (spin up / spin down): -0.390 / -0.404 Ha
Orbital gap (spin up / spin down): 8.1255 / 5.9259 eV
⟨S²⟩: 8.783
Relative energy (zero: lowest compared OMol25 entry of this formula, charge and spin): 8.0 kcal per mole
LUMO (spin up / spin down): -2.50 / -5.07 eV

ORCA input file:
```
! RIJCOSX wB97M-V def2-TZVPD def2/J DEFGRID3
* xyz 1 6
Ru -0.18 -0.53 0.73
O 1.90 -0.78 1.51
N 2.23 -0.45 2.69
N 1.24 -0.11 3.42
O 0.02 -0.11 2.98
C 1.49 0.29 4.78
C 0.43 0.80 5.51
C 0.65 1.20 6.82
C 1.91 1.08 7.38
C 2.96 0.57 6.64
C 2.77 0.17 5.33
H -0.54 0.88 5.04
H -0.18 1.60 7.39
H 2.07 1.38 8.41
H 3.94 0.49 7.08
H 3.58 -0.23 4.74
S -2.21 0.72 1.21
C -2.63 1.51 -0.29
C -3.98 1.84 -0.50
C -4.37 2.51 -1.64
C -3.42 2.89 -2.59
C -2.09 2.57 -2.39
C -1.68 1.88 -1.26
As 0.19 1.40 -0.97
C 1.11 2.35 -2.41
C 1.27 1.82 -3.68
C 1.93 2.57 -4.65
C 2.42 3.83 -4.36
C 2.25 4.36 -3.08
C 1.61 3.62 -2.11
C 0.13 -0.41 -1.77
C -0.94 -0.87 -2.54
C -0.89 -2.11 -3.14
C 0.23 -2.93 -2.96
C 1.29 -2.49 -2.20
C 1.25 -1.23 -1.61
H -4.70 1.56 0.26
H -5.41 2.77 -1.78
H -3.72 3.43 -3.47
H -1.35 2.87 -3.12
H 0.90 0.83 -3.92
H 2.05 2.15 -5.65
H 2.93 4.40 -5.11
H 2.64 5.34 -2.85
H 1.48 4.01 -1.10
H -1.81 -0.24 -2.69
H -1.71 -2.45 -3.76
H 0.26 -3.90 -3.43
H 2.16 -3.12 -2.06
H 2.11 -0.87 -1.05
C -1.19 -5.41 -0.04
C -2.16 -4.49 -0.41
C -1.96 -3.16 -0.11
N -0.87 -2.72 0.51
C 0.07 -3.61 0.87
C -0.06 -4.96 0.62
H -1.33 -6.46 -0.25
H -3.06 -4.80 -0.92
H -2.71 -2.41 -0.34
H 0.94 -3.21 1.38
H 0.72 -5.65 0.93
*
```

***

Here is a molecular structure, C29H24AsN4O10OsS2 from the Open Molecules 2025 dataset. Energies are from ωB97M-V/def2-TZVPD.

## Properties
F_max: 0.57 eV/Å
E_tot: -5213.57766 Eh
HOMO level (spin up / spin down): -0.137 / -0.198 Ha
Orbital gap (spin up / spin down): 6.0176 / 6.7156 eV
⟨S²⟩: 6.022
LUMO (spin up / spin down): 2.30 / 1.34 eV

ORCA input file:
```
! RIJCOSX wB97M-V def2-TZVPD def2/J DEFGRID3
* xyz -1 5
Os 0.67 0.24 0.33
O 1.68 -3.39 1.11
As 0.01 -3.19 1.79
O -2.36 -1.22 0.12
O -0.21 -1.46 1.72
C -0.87 -2.94 -1.96
C -0.08 -4.16 -2.02
C 0.56 -4.47 -3.16
C 0.82 -3.47 -4.18
C 0.41 -2.20 -4.03
C -0.60 -1.90 -3.04
S 0.53 1.15 -2.79
O -1.13 1.34 -2.03
O 0.47 2.19 -3.80
O 1.33 1.60 -1.60
H 1.83 -2.68 0.47
H -0.02 -4.79 -1.14
H 1.05 -5.43 -3.26
H 1.50 -3.73 -4.99
H 0.84 -1.39 -4.61
C -7.39 1.43 -3.11
C -6.13 1.52 -2.29
C -5.87 0.61 -1.27
C -4.71 0.69 -0.52
C -3.81 1.70 -0.79
C -4.04 2.62 -1.80
C -5.20 2.53 -2.54
S -2.31 1.77 0.11
O -1.72 3.07 -0.04
O -2.48 1.22 1.42
N -1.27 0.69 -0.79
C -1.81 -0.72 -1.03
C -0.61 -1.51 -1.56
O -1.80 -2.67 -3.01
O 0.60 -1.25 -1.00
H -7.98 0.56 -2.83
H -7.15 1.36 -4.17
H -8.01 2.32 -2.97
H -6.58 -0.18 -1.07
H -4.49 -0.03 0.26
H -3.30 3.39 -2.00
H -5.39 3.24 -3.33
H -2.58 -0.63 -1.80
H -1.64 -1.37 0.80
N 9.31 -2.35 4.59
C 8.33 -2.04 4.07
C 7.11 -1.66 3.42
C 6.95 -0.35 2.97
C 5.77 0.03 2.35
C 4.75 -0.90 2.16
C 4.92 -2.22 2.61
C 6.09 -2.59 3.24
C 3.52 -0.54 1.53
C 2.47 -0.22 1.01
H 7.75 0.37 3.11
H 5.64 1.04 2.00
H 4.12 -2.93 2.45
H 6.23 -3.61 3.59
N 1.36 3.48 0.51
C 0.84 3.05 1.68
C 0.57 3.95 2.74
C 0.11 3.48 3.93
C -0.10 2.10 4.10
C 0.15 1.28 3.04
N 0.61 1.73 1.85
H 1.29 4.46 0.34
H 1.29 2.89 -0.32
H 0.75 5.00 2.57
H -0.10 4.17 4.74
H -0.47 1.69 5.03
H 0.00 0.21 3.09
*
```

***

Here is a molecular structure, C29H24Cl2FeN7O5S from the Open Molecules 2025 dataset. Energies are from ωB97M-V/def2-TZVPD.

## Properties
F_max: 0.40 eV/Å
E_tot: -4461.46397 Eh
HOMO level (spin up / spin down): -0.180 / -0.180 Ha
Orbital gap (spin up / spin down): 7.0252 / 7.0243 eV
⟨S²⟩: 6.009
LUMO (spin up / spin down): 2.11 / 2.11 eV

ORCA input file:
```
! RIJCOSX wB97M-V def2-TZVPD def2/J DEFGRID3
* xyz -1 5
Fe 0.52 0.93 0.66
Cl 5.51 0.90 1.10
C 4.33 0.96 2.39
C 4.77 0.78 3.71
C 3.90 0.80 4.76
Cl 4.49 0.56 6.39
C 2.51 1.00 4.53
C 1.50 1.01 5.51
C 0.20 1.24 5.15
C -0.11 1.46 3.80
N 0.81 1.44 2.87
C 2.10 1.20 3.19
C 2.99 1.16 2.06
O 2.54 1.32 0.87
H 5.83 0.63 3.89
H 1.77 0.84 6.55
H -0.59 1.25 5.89
H -1.12 1.66 3.47
C -4.16 -3.81 5.36
C -3.24 -3.31 4.28
C -2.19 -2.45 4.58
C -1.34 -1.98 3.59
C -1.54 -2.38 2.28
C -2.58 -3.25 1.96
C -3.42 -3.70 2.96
S -0.54 -1.74 0.97
O 0.62 -1.12 1.65
O -0.19 -2.87 0.13
N -1.31 -0.64 0.19
C -2.49 0.04 0.74
C -2.37 1.56 0.64
O -3.39 2.22 0.49
O -1.18 2.02 0.80
H -4.04 -3.25 6.29
H -3.97 -4.86 5.58
H -5.21 -3.72 5.05
H -2.03 -2.14 5.61
H -0.52 -1.31 3.81
H -2.71 -3.56 0.93
H -4.24 -4.38 2.71
H -2.66 -0.17 1.80
H -3.40 -0.25 0.21
C 0.68 -1.15 -2.39
C 0.25 0.27 -2.42
N 0.58 1.19 -1.54
C -0.01 2.37 -1.96
C -0.72 2.16 -3.09
N -0.55 0.81 -3.37
C -1.05 0.13 -4.53
N -0.60 0.76 -5.75
N -1.50 1.18 -6.68
N -0.88 1.72 -7.66
C 0.48 1.68 -7.38
C 1.57 2.14 -8.12
C 2.82 1.96 -7.57
C 2.99 1.35 -6.31
C 1.92 0.89 -5.57
C 0.66 1.07 -6.15
H 1.26 -1.33 -1.49
H 1.30 -1.40 -3.26
H -0.17 -1.82 -2.35
H 0.09 3.28 -1.39
H -1.33 2.80 -3.70
H -2.14 0.13 -4.56
H -0.70 -0.90 -4.50
H 1.43 2.62 -9.08
H 3.69 2.31 -8.11
H 3.99 1.24 -5.91
H 2.06 0.44 -4.60
*
```